Density functional theory data (ωB97M-V/def2-TZVPD) for 4 unconnected molecules or ions with the total composition H8O4.

Geometry as XYZ:
```
12
Properties=species:S:1:pos:R:3:forces:R:3
O -1.6194 -1.7364 0.3739 -0.06 0.11 -0.13
H -2.4472 -1.3825 0.7090 -0.01 0.00 -0.03
H -1.1246 -0.9644 0.0515 0.05 -0.19 0.28
O 0.2110 -0.1949 -3.1852 0.15 0.22 0.03
H 0.0744 -0.9087 -3.8152 -0.07 -0.06 0.10
H 1.0473 0.2034 -3.4478 -0.01 -0.04 -0.08
O 0.3560 0.2857 -0.1083 -0.01 0.17 -0.25
H 0.6945 1.0581 0.3519 0.03 -0.07 0.07
H 0.3926 0.5026 -1.0492 -0.06 -0.17 -0.02
O 1.1792 0.9286 3.3860 -0.01 0.07 -0.03
H 0.8176 1.6895 2.9229 -0.02 0.04 0.09
H 0.4187 0.5191 3.8103 0.02 -0.06 -0.04
```
Positions in Å, forces in eV/Å.

Computed properties:
orbital gap: 11.1 eV
SMILES: O.O.O.O
net charge: 0
highest occupied orbital energy: -10.635 eV
ΔE to the lowest compared entry with this formula, charge and spin: 21.7 kcal/mol

Need the natural (NBO) charges? In units of e they are: -0.960, 0.457, 0.492, -0.951, 0.483, 0.471, -0.955, 0.474, 0.489, -0.932, 0.460, 0.473

---

Density functional theory data (ωB97M-V/def2-TZVPD) for 4 unconnected molecules or ions with the total composition H8O4.

Geometry as XYZ:
```
12
Properties=species:S:1:pos:R:3:forces:R:3
O -1.0806 2.2977 -0.1809 -0.70 0.50 0.07
H -1.9976 2.0217 -0.2896 0.07 -0.72 -0.12
H -1.2564 3.2441 -0.1202 0.65 0.22 0.07
O -0.5021 -0.6991 -1.6208 -0.46 -0.25 -0.85
H -0.3743 -0.5930 -0.6814 0.52 0.12 0.24
H 0.3441 -0.6721 -2.0827 -0.07 0.22 0.60
O 1.0962 1.2448 3.8491 -0.25 0.10 -0.04
H 1.8615 1.8199 3.8070 0.23 0.04 0.02
H 0.3731 1.8082 3.5494 0.01 -0.15 0.01
O 0.8289 -3.6640 -1.9960 -0.02 -0.92 0.56
H -0.0601 -3.9213 -1.6919 0.53 0.57 -0.42
H 0.7672 -2.8870 -2.5421 -0.52 0.26 -0.13
```
Positions in Å, forces in eV/Å.

Computed properties:
orbital gap: 11.8 eV
SMILES: O.O.O.O
net charge: 0
highest occupied orbital energy: -11.212 eV
ΔE to the lowest compared entry with this formula, charge and spin: 28.4 kcal/mol

Need the natural (NBO) charges? In units of e they are: -0.927, 0.465, 0.462, -0.952, 0.482, 0.470, -0.934, 0.466, 0.468, -0.947, 0.478, 0.469

---

Density functional theory data (ωB97M-V/def2-TZVPD) for a molecular structure, H8O4.

Geometry as XYZ:
```
12
Properties=species:S:1:pos:R:3:forces:R:3
O 1.2274 1.0393 -1.4444 2.56 2.04 -4.64
H 2.1342 0.7366 -1.3957 0.25 0.22 -0.08
H 0.7561 0.4866 -0.8209 1.71 1.54 -0.32
O 0.3088 0.2353 0.2596 0.43 -0.30 7.53
H -0.0718 -0.3800 -0.3671 -1.14 -0.98 0.84
H 0.0124 -0.0782 1.1140 -0.07 0.29 -0.34
O -0.8992 -0.2880 2.2928 -0.59 -0.36 1.33
H -1.6551 -0.3834 2.8722 -0.34 -0.03 0.03
H -0.1439 -0.2942 2.8808 0.24 0.00 0.44
O -0.6860 -0.5062 -1.4599 -3.19 -2.75 -4.18
H -0.0156 -0.8680 -2.0394 0.11 -0.08 -0.60
H -0.9672 0.3002 -1.8922 0.04 0.41 -0.01
```
Positions in Å, forces in eV/Å.

Computed properties:
orbital gap: 9.8 eV
net charge: 0
highest occupied orbital energy: -9.370 eV
ΔE to the lowest compared entry with this formula, charge and spin: 97.5 kcal/mol

Need the natural (NBO) charges? In units of e they are: -0.995, 0.445, 0.442, -0.991, 0.455, 0.486, -0.936, 0.495, 0.481, -0.889, 0.496, 0.511

---

Density functional theory data (ωB97M-V/def2-TZVPD) for 4 unconnected molecules or ions with the total composition H8O4.

Geometry as XYZ:
```
12
Properties=species:S:1:pos:R:3:forces:R:3
O -1.3298 2.1354 -2.4057 -0.15 0.20 0.58
H -2.1268 1.6258 -2.2004 0.38 0.04 -0.36
H -1.0448 1.9435 -3.2975 -0.23 -0.26 -0.21
O 1.5806 1.2748 0.9461 -0.66 0.26 0.99
H 1.8005 1.2116 1.8976 0.01 -0.09 -0.94
H 2.3728 1.0740 0.4623 0.61 -0.17 -0.07
O -2.8190 -1.0834 0.2434 0.79 -0.79 1.07
H -2.5937 -0.6745 1.0973 -0.31 0.36 -0.48
H -2.3930 -1.9513 0.4063 -0.47 0.45 -0.62
O 2.2222 -1.6476 1.3203 -0.88 0.02 -1.58
H 1.6430 -1.4845 0.5292 0.53 0.27 1.29
H 2.6880 -2.4237 1.0013 0.38 -0.29 0.32
```
Positions in Å, forces in eV/Å.

Computed properties:
orbital gap: 11.7 eV
SMILES: O.O.O.O
net charge: 0
highest occupied orbital energy: -11.210 eV
ΔE to the lowest compared entry with this formula, charge and spin: 28.6 kcal/mol

Need the natural (NBO) charges? In units of e they are: -0.946, 0.477, 0.469, -0.944, 0.475, 0.470, -0.930, 0.467, 0.463, -0.936, 0.473, 0.462

---

How do the records compare in max |F|? In the order shown, they have 0.007, 0.021, 0.147, 0.035 Eh/bohr.
How do the records compare in lowest unoccupied orbital energy? In the order shown, they have 0.457, 0.541, 0.449, 0.519 eV.